DFT (ωB97M-V with the def2-TZVPD basis set) results for a structure of composition C16H32CaO7S in a non-equilibrium geometry.

Its total charge is +2. The HOMO energy comes out at -15.31 eV. The value obtained for the frontier orbital gap is 0.40056 hartree. The energy above the lowest of the compared OMol25 structures with the same formula, charge and spin comes out at 0.459 eV. The total energy comes out at -2230.90159 Ha.

The geometry in XYZ format:
```
57
C16H32CaO7S ωB97M-V with the def2-TZVPD basis set
Ca -0.27819 -0.11120 -0.47064
C 1.54974 -2.63310 -0.87551
C 2.01056 -1.61731 -1.90574
O 1.76893 -0.30442 -1.34859
C 2.32872 0.84508 -2.02384
C 1.58562 2.10123 -1.55610
O 0.15021 1.91936 -1.48718
C -0.61848 2.19666 -2.67554
C -0.61824 1.01162 -3.61204
O -1.03563 -0.17057 -2.88852
C -2.43720 -0.46690 -3.06669
C -2.89076 -1.37734 -1.96214
O -2.57786 -0.74087 -0.70749
C -3.29755 -1.27009 0.42229
C -2.56684 -0.83590 1.67382
O -1.15313 -1.06407 1.56415
C -0.64300 -2.39369 1.76372
C -0.48466 -3.16112 0.45799
O 0.16038 -2.34164 -0.55128
H 2.15370 -2.56122 0.03047
H 1.62884 -3.63970 -1.28442
H 1.44878 -1.71906 -2.83617
H 3.07299 -1.75438 -2.10762
H 2.25609 0.69573 -3.10151
H 3.38500 0.93812 -1.76741
H 1.81750 2.94152 -2.21093
H 1.88629 2.35555 -0.54555
H -0.25004 3.10351 -3.15540
H -1.63205 2.39363 -2.32813
H 0.36655 0.79724 -4.01904
H -1.28320 1.19492 -4.45778
H -2.58790 -0.94862 -4.03354
H -3.00865 0.46330 -3.04420
H -2.38850 -2.34771 -1.99791
H -3.96707 -1.53539 -2.04145
H -3.35010 -2.35695 0.33123
H -4.31640 -0.88077 0.42616
H -2.97044 -1.34370 2.55039
H -2.67450 0.23744 1.82420
H -1.28356 -2.95043 2.44961
H 0.33044 -2.27132 2.23947
H -1.44714 -3.45652 0.04634
H 0.09668 -4.06837 0.62567
O 0.82588 0.88226 1.16466
S 1.67698 0.58841 2.40970
C 2.71528 2.03095 2.65900
C 1.88277 3.04633 3.43217
C 1.20908 2.22253 4.52497
C 0.61624 0.99397 3.82769
H 3.06778 2.33105 1.67278
H 3.57323 1.68095 3.23944
H 1.13981 3.50409 2.77575
H 2.50795 3.84400 3.82878
H 0.43074 2.76964 5.05339
H 1.94648 1.91048 5.26583
H -0.33889 1.21096 3.34665
H 0.51072 0.11181 4.45600
```